56
Properties=species:S:1:pos:R:3 method="wB97M-V/def2-TZVPD" relative_energy_kcal_mol=24.1 e_homo_ev=-12.568 homo_lumo_gap_ha=0.373 charge=+1 e_tot_ha=-4733.1644 lumo_ev=-2.4
Zn 0.2274 -0.1360 -0.1098
C -0.7328 -2.3568 -3.4889
F 0.4949 -2.6602 -3.0924
F -0.7020 -1.3092 -4.2906
F -1.1869 -3.3777 -4.1769
S -1.8220 -1.8599 -2.0110
O -3.1895 -1.8606 -2.4631
O -1.5268 -2.8942 -1.0368
N -1.1231 -0.3166 -1.5531
S -1.8945 0.8653 -2.4040
O -1.1536 2.0967 -2.3897
O -2.5104 0.5510 -3.6488
C -3.3657 1.2435 -1.1946
F -3.2275 0.6748 -0.0017
F -3.4648 2.5899 -1.0940
F -4.5306 0.9242 -1.7799
C 1.5157 -2.9237 0.4565
O 0.8984 -2.0763 -0.1771
N 2.8873 -2.8491 0.5830
N 0.9639 -3.8198 1.3082
H 3.4751 -3.5845 0.9283
H 3.2927 -2.1754 -0.0514
H 1.4271 -4.5927 1.7400
H -0.0088 -3.6509 1.5105
C 1.9561 1.7920 -2.2323
O 1.4433 0.9689 -1.4690
N 1.5703 3.0817 -2.3154
N 3.0646 1.5017 -2.9702
H 1.9698 3.6842 -3.0057
H 0.7130 3.3472 -1.8567
H 3.4413 2.1490 -3.6322
H 3.3886 0.5508 -2.9559
C -2.0132 -1.4090 1.9969
O -0.9890 -0.9578 1.4438
N -2.5849 -0.8216 3.0890
N -2.7861 -2.3418 1.4210
H -3.5777 -0.9319 3.1993
H -2.1161 -0.4820 3.9091
H -3.6209 -2.6782 1.8610
H -2.3854 -2.8261 0.6223
C -0.6866 2.4866 1.3749
O -0.4394 1.9364 0.2994
N -0.1190 3.6878 1.6977
N -1.4507 1.9940 2.3751
H 0.3550 4.1177 0.9171
H -0.3311 4.3445 2.4245
H -1.9530 1.1258 2.3153
H -1.5850 2.5289 3.2116
C 2.5959 0.6105 1.8808
O 1.7802 0.0592 1.1214
N 3.2809 -0.1095 2.7866
N 2.8997 1.9176 1.7630
H 3.8664 0.4321 3.3966
H 3.4163 -1.0692 2.5062
H 3.7043 2.3290 2.2001
H 2.4488 2.4798 1.0623

138
Properties=species:S:1:pos:R:3 method="wB97M-V/def2-TZVPD" e_homo_ev=-8.056 homo_lumo_gap_ha=0.313 charge=0 e_tot_ha=-3485.4218 lumo_ev=0.5
C 6.5314 2.5784 1.1599
C 5.3475 1.6333 1.7019
S 3.7153 2.1634 0.9945
C 3.7007 1.7360 -0.8095
Si 2.1402 0.6989 -1.3241
C 2.0789 0.7726 -3.2304
C 0.6338 1.6575 -0.6387
C -0.4943 1.9384 -1.7793
C -1.9462 2.0742 -1.0801
C -3.0421 1.8461 -2.2406
C -4.5280 2.0004 -1.6633
C -4.7447 1.3160 -0.2398
O -4.2826 -0.0849 -0.3077
C -4.9958 -0.7456 0.7442
C -6.1064 -1.8454 0.5036
O -4.7390 -0.4017 1.9081
O 2.3790 -0.8826 -0.6548
Si 1.2755 -2.0676 -1.2534
I -1.1152 -1.5518 -0.8515
C 1.6279 -3.6873 -0.2422
C 3.1541 -4.1969 -0.4486
C 3.6364 -5.0783 0.8067
N 5.0667 -5.4840 0.5292
C 1.5722 -2.5651 -3.0979
C 3.0911 -2.5203 -3.5495
C 3.4423 -3.1342 -5.0043
N 4.0900 -2.0617 -2.8498
H 6.2064 3.6567 1.3731
H 7.4819 2.3694 1.7664
H 6.7499 2.3893 0.0643
H 5.3462 1.6513 2.8384
H 5.6077 0.5564 1.4062
H 3.7843 2.6748 -1.4587
H 4.6375 1.1111 -1.0471
H 1.9165 1.8585 -3.5690
H 3.0311 0.3959 -3.7326
H 1.1478 0.2116 -3.5873
H 1.0046 2.7074 -0.3453
H 0.1800 1.2155 0.3105
H -0.1850 2.8684 -2.3467
H -0.5922 1.0291 -2.4725
H -2.0374 1.3185 -0.2326
H -2.0734 3.1197 -0.6565
H -2.8755 0.8371 -2.7599
H -2.8236 2.6580 -3.0244
H -5.2150 1.4653 -2.4117
H -4.8166 3.1034 -1.6522
H -4.2051 1.8414 0.6139
H -5.8693 1.2824 -0.0507
H -7.1120 -1.4120 0.1661
H -5.7928 -2.6634 -0.2349
H -6.3091 -2.3745 1.4987
H 1.3993 -3.4567 0.8468
H 0.9028 -4.4683 -0.6730
H 3.8113 -3.2554 -0.4336
H 3.2649 -4.7840 -1.4133
H 3.6574 -4.4159 1.7267
H 3.0016 -5.9967 1.0013
H 5.5551 -4.6299 0.2087
H 5.0863 -6.1028 -0.3017
H 0.8772 -1.9764 -3.7881
H 1.2244 -3.6568 -3.1741
H 3.9137 -4.1577 -4.8489
H 4.1601 -2.4010 -5.4787
H 2.4761 -3.1617 -5.6026
H 4.9639 -2.1607 -3.3996
C -9.9004 -6.0513 -0.4263
C -9.2076 -4.7425 -0.0812
C -10.2143 -3.6239 0.1362
O -8.3184 -4.3824 -1.1379
H -10.4756 -5.9557 -1.3527
H -9.1650 -6.8430 -0.5907
H -10.5767 -6.3630 0.3733
H -8.6033 -4.8733 0.8205
H -10.8003 -3.4440 -0.7702
H -9.7020 -2.6874 0.3722
H -10.9000 -3.8620 0.9522
H -8.8417 -4.2642 -1.9406
C 1.2515 4.9353 3.6350
C 0.1353 5.1629 2.6292
C -0.9148 4.0656 2.7097
O 0.6823 5.1987 1.3131
H 1.7652 3.9878 3.4405
H 2.0042 5.7239 3.5586
H 0.8648 4.9195 4.6560
H -0.3326 6.1335 2.8132
H -0.4758 3.0883 2.4834
H -1.7052 4.2357 1.9735
H -1.3664 4.0233 3.7041
H 1.0991 4.3427 1.1407
C -0.9869 5.7042 8.1527
C 0.4096 5.8771 7.5761
C 1.3420 6.5443 8.5752
O 0.3396 6.6673 6.3908
H -1.4286 6.6742 8.4023
H -1.6486 5.2341 7.4207
H -0.9685 5.0872 9.0544
H 0.8131 4.9015 7.2919
H 0.9802 7.5431 8.8393
H 2.3381 6.6721 8.1440
H 1.4301 5.9524 9.4895
H -0.0159 7.5324 6.6304
C -12.4524 0.3315 2.5547
C -11.5626 -0.4953 1.6399
C -10.7581 0.3912 0.7017
O -12.3685 -1.3891 0.8741
H -13.1722 0.9170 1.9739
H -13.0324 -0.3180 3.2151
H -11.8610 1.0155 3.1683
H -10.8835 -1.1056 2.2412
H -11.4197 0.9787 0.0572
H -10.1318 -0.2160 0.0427
H -10.1161 1.0771 1.2600
H -12.9731 -0.8604 0.3383
C 7.7592 -1.6566 0.5958
C 8.6581 -2.5140 -0.2769
C 9.4910 -1.6676 -1.2270
O 7.8523 -3.4156 -1.0266
H 7.0534 -1.0820 -0.0134
H 7.1621 -2.2839 1.2628
H 8.3448 -0.9603 1.2015
H 9.3193 -3.1129 0.3546
H 8.8486 -1.0915 -1.9011
H 10.1205 -2.3030 -1.8553
H 10.1323 -0.9731 -0.6785
H 7.2633 -2.8945 -1.5882
C 6.9342 0.0261 -6.2929
C 7.4573 -1.0934 -5.4067
C 8.6974 -1.7391 -6.0040
O 6.4401 -2.0820 -5.2401
H 6.6508 -0.3568 -7.2785
H 6.0370 0.4733 -5.8570
H 7.6854 0.8082 -6.4256
H 7.6907 -0.6979 -4.4146
H 8.4746 -2.1826 -6.9797
H 9.0553 -2.5486 -5.3626
H 9.5014 -1.0098 -6.1280
H 6.2261 -2.4387 -6.1119

78
Properties=species:S:1:pos:R:3 method="wB97M-V/def2-TZVPD" e_homo_ev=-0.736 homo_lumo_gap_ha=0.187 charge=-2 e_tot_ha=-2755.6281 lumo_ev=4.4
Tl -0.3071 0.2035 0.0909
C -1.7663 -1.4091 -3.6714
C -0.4651 -0.6987 -3.4034
C 0.6849 -1.3985 -3.0354
C 0.7171 -2.8941 -2.9005
C 1.8668 -0.7026 -2.7498
C 3.0375 -1.4767 -2.2170
C 1.9013 0.6852 -2.8724
C 3.1805 1.4567 -2.7013
C 0.7263 1.3893 -3.1498
C 0.7185 2.8898 -3.0354
C -0.4392 0.6989 -3.4718
C -1.6772 1.4714 -3.8510
H -1.9244 -1.5550 -4.7441
H -2.5952 -0.8332 -3.2716
H -1.7921 -2.3738 -3.1806
H 0.7975 -3.1386 -1.8414
H 1.5895 -3.3017 -3.4109
H -0.1577 -3.3857 -3.3135
H 3.8728 -0.8344 -1.9615
H 3.3795 -2.2416 -2.9181
H 2.7060 -1.9689 -1.3008
H 3.2907 1.7733 -1.6662
H 3.1761 2.3391 -3.3389
H 4.0439 0.8571 -2.9783
H 0.9621 3.3792 -3.9814
H 1.4299 3.2088 -2.2817
H -0.2555 3.2340 -2.7076
H -2.2464 1.7144 -2.9523
H -2.3145 0.9044 -4.5254
H -1.4158 2.4018 -4.3505
N -1.2570 1.3030 2.4704
N -2.6586 1.3138 2.6525
C -3.4590 1.8356 1.7146
N -4.8082 1.6829 1.9743
S -2.9872 2.7460 0.4145
H -0.8900 0.3819 2.7755
H -0.8196 2.0592 2.9874
H -2.9899 0.4346 3.1047
H -5.0550 0.8920 2.5547
H -5.3949 1.8244 1.1680
C -4.8410 -3.4876 -2.5838
C -4.1487 -3.0764 -1.3136
C -4.6168 -2.0144 -0.5528
C -3.9912 -1.6742 0.6333
C -2.8952 -2.3934 1.0680
C -2.4011 -3.4378 0.3092
C -3.0261 -3.7748 -0.8757
S -2.1054 -2.0897 2.6696
O -2.0656 -3.3947 3.3148
O -3.0665 -1.1742 3.3380
N -0.7285 -1.3771 2.4631
C 0.4333 -2.2257 2.6031
C 1.0626 -2.7517 1.2785
O 1.5538 -3.8886 1.3070
O 1.0647 -1.9907 0.2786
H -5.7931 -2.9731 -2.6956
H -5.0331 -4.5609 -2.5908
H -4.2183 -3.2521 -3.4465
H -5.4842 -1.4572 -0.8843
H -4.3593 -0.8629 1.2403
H -1.5412 -3.9783 0.6743
H -2.6542 -4.6023 -1.4650
H 0.1822 -3.0965 3.2232
H 1.2143 -1.6378 3.1090
C 0.5561 3.9294 1.2030
Si 1.6390 2.2922 1.1896
C 3.2624 3.2110 0.5398
C 2.2015 2.3447 3.0728
H 1.0262 4.7523 1.7477
H -0.4273 3.7699 1.6375
H 0.3776 4.2756 0.1862
H 3.6077 3.9606 1.2514
H 3.0756 3.7342 -0.3981
H 4.0954 2.5259 0.3763
H 2.3553 3.3634 3.4370
H 3.1487 1.8211 3.1861
H 1.4924 1.8582 3.7421

34
Properties=species:S:1:pos:R:3 method="wB97M-V/def2-TZVPD" smiles="C[Si](C)(C)N1C=NN([Si](C)(C)C)C=N1" e_homo_ev=-6.959 homo_lumo_gap_ha=0.285 charge=0 e_tot_ha=-1114.8466 lumo_ev=0.8
C 1.6159 0.2654 2.2593
Si 2.6132 -0.2747 0.8423
C 4.2030 0.7762 0.5956
C 2.8784 -2.1588 0.9322
N 1.4803 0.2437 -0.4893
C 1.0442 -0.5428 -1.5354
N -0.1109 -0.4043 -2.0410
N -0.9370 0.5254 -1.3822
Si -2.6163 0.1764 -0.8067
C -3.5648 1.8094 -0.7348
C -3.3723 -1.0862 -2.0160
C -2.3320 -0.4557 0.9178
C -0.2681 1.5958 -0.7619
N 0.9481 1.5008 -0.3754
H 2.2486 0.4147 3.1282
H 1.0264 1.1687 2.0810
H 0.9272 -0.5682 2.4097
H 3.8981 1.8083 0.7489
H 4.6166 0.6469 -0.4022
H 4.9068 0.4524 1.3572
H 3.8050 -2.4007 0.4106
H 3.0089 -2.5249 1.9548
H 2.0172 -2.5775 0.3708
H 1.6044 -1.4373 -1.8162
H -3.7933 2.2075 -1.7208
H -2.8954 2.5061 -0.2155
H -4.4974 1.6425 -0.2326
H -3.8654 -1.8809 -1.4586
H -4.1477 -0.5692 -2.6021
H -2.6730 -1.5137 -2.7084
H -3.3283 -0.8054 1.1738
H -1.6764 -1.2990 0.9857
H -1.9609 0.2704 1.6485
H -0.8033 2.4888 -0.5171

58
Properties=species:S:1:pos:R:3 method="wB97M-V/def2-TZVPD" s2=0.78 relative_energy_kcal_mol=0.0 e_homo_ev="-17.046 / -17.043" homo_lumo_gap_ha="0.259 / 0.237" charge=+3 e_tot_ha=-1981.1633 lumo_ev="-10.0 / -10.6" multiplicity=2
Ir -0.3968 -0.2056 -0.8052
C 1.5592 -3.1145 1.6969
C 0.8607 -3.1135 2.8937
C -0.1305 -2.1665 3.0713
C -0.4254 -1.2460 2.0726
N 0.2277 -1.2858 0.8748
C 1.2055 -2.2037 0.7268
N -1.3546 -0.2752 2.4694
C -1.6137 0.7812 1.8353
N -1.1027 1.0812 0.5430
C -1.2611 2.3399 0.2877
N -0.6542 2.8149 -0.9006
C 0.7408 2.4814 -0.9112
C 1.6951 3.4716 -0.9837
C 3.0381 3.1148 -0.9802
C 3.3774 1.7735 -0.8995
C 2.3747 0.8272 -0.8285
N 1.0797 1.1757 -0.8358
C -2.0180 3.0073 1.3162
C -2.4374 4.3173 1.4757
C -3.1623 4.6138 2.6275
C -3.4308 3.6353 3.5782
C -2.9852 2.3153 3.4288
C -2.2896 2.0160 2.2838
H 2.3594 -3.8142 1.5028
H 1.0907 -3.8240 3.6763
H -0.6910 -2.0905 3.9916
H 1.7185 -2.2103 -0.2253
H 1.3756 4.5030 -1.0305
H 3.8054 3.8758 -1.0333
H 4.4088 1.4505 -0.8884
H 2.5933 -0.2285 -0.7694
H -2.2130 5.0823 0.7443
H -3.5179 5.6219 2.7897
H -3.9949 3.9022 4.4619
H -3.1870 1.5676 4.1836
C -1.3798 -4.3461 -3.8802
N -1.6149 -2.9246 -4.1744
C -2.3418 -2.4455 -5.2457
C -2.3382 -1.1062 -5.1719
N -1.5944 -0.7565 -4.0344
C -1.1804 -1.9046 -3.4391
S -0.2948 -2.1426 -1.9836
C -1.3720 0.5937 -3.6579
C -1.3700 1.5163 -4.7385
C -1.1231 2.8719 -4.5105
C -1.0826 3.3192 -3.2322
C -1.3686 2.3866 -2.1036
N -1.1709 0.9345 -2.4056
H -1.8542 -4.9321 -4.6608
H -1.8190 -4.5970 -2.9172
H -0.3111 -4.5471 -3.8742
H -2.8115 -3.1038 -5.9566
H -2.8383 -0.3817 -5.7866
H -1.4388 1.1425 -5.7469
H -0.9770 3.5425 -5.3464
H -0.9456 4.3612 -2.9778
H -2.4391 2.4896 -1.8587

39
Properties=species:S:1:pos:R:3 method="wB97M-V/def2-TZVPD" smiles=CCN(CC)CCNc1ccnc2cc(Cl)ccc12 e_homo_ev=-8.061 homo_lumo_gap_ha=0.313 charge=0 e_tot_ha=-1208.0518 lumo_ev=0.5
C -1.4213 -1.1006 -1.8272
C -2.9385 -1.2275 -1.7464
N -3.4654 -0.8175 -0.4506
C -4.7776 -1.3943 -0.1983
C -5.2148 -1.2731 1.2568
C -3.4358 0.6270 -0.2568
C -2.7589 1.0019 1.0746
N -1.3962 0.5398 1.1448
C -0.3419 1.1503 0.5385
C -0.3981 2.4463 0.0420
C 0.7355 3.0181 -0.5317
N 1.8904 2.4190 -0.6585
C 1.9967 1.1646 -0.1796
C 3.2479 0.5268 -0.3131
C 3.4223 -0.7425 0.1604
Cl 4.9538 -1.5295 -0.0019
C 2.3762 -1.4311 0.7889
C 1.1551 -0.8281 0.9241
C 0.9199 0.4736 0.4433
H -0.9513 -1.6814 -1.0380
H -1.0776 -1.4819 -2.7854
H -1.0930 -0.0684 -1.7388
H -3.1977 -2.2791 -1.8904
H -3.4014 -0.6569 -2.5702
H -5.5483 -0.9392 -0.8473
H -4.7194 -2.4568 -0.4479
H -6.1262 -1.8474 1.4053
H -4.4452 -1.6703 1.9133
H -5.4186 -0.2413 1.5297
H -2.8704 1.0956 -1.0666
H -4.4488 1.0521 -0.2728
H -2.7888 2.0846 1.2084
H -3.2940 0.5422 1.9066
H -1.3359 -0.4639 1.2160
H -1.3085 3.0218 0.0801
H 0.6865 4.0268 -0.9234
H 4.0446 1.0730 -0.7908
H 2.5450 -2.4288 1.1624
H 0.3704 -1.3746 1.4274

38
Properties=species:S:1:pos:R:3 method="wB97M-V/def2-TZVPD" relative_energy_kcal_mol=2.3 smiles="CCCCNC(=O)CCSc1ccc(C)cc1" e_homo_ev=-7.848 homo_lumo_gap_ha=0.316 charge=0 e_tot_ha=-1074.2784 lumo_ev=0.8
C -3.3052 -2.7613 -0.4183
C -2.9988 -1.3458 0.0537
C -4.0814 -0.3598 -0.3799
C -3.8104 1.0567 0.1286
N -2.5881 1.6059 -0.4146
C -1.4856 1.8182 0.3346
O -1.4549 1.6507 1.5352
C -0.2717 2.2737 -0.4702
C 0.7115 3.0204 0.4210
S 2.4165 2.9605 -0.2105
C 2.8893 1.2641 -0.0093
C 4.0723 0.8803 -0.6364
C 4.5287 -0.4155 -0.5263
C 3.8184 -1.3644 0.2039
C 4.3243 -2.7710 0.3106
C 2.6432 -0.9686 0.8240
C 2.1756 0.3317 0.7284
H -4.2491 -3.1063 -0.0020
H -2.5214 -3.4463 -0.1048
H -3.3773 -2.7967 -1.5036
H -2.9179 -1.3308 1.1421
H -2.0346 -1.0294 -0.3504
H -4.1499 -0.3474 -1.4713
H -5.0474 -0.6856 0.0099
H -3.6886 1.0521 1.2138
H -4.6454 1.7150 -0.1342
H -2.5339 1.7010 -1.4164
H -0.5767 2.8915 -1.3157
H 0.2041 1.3707 -0.8668
H 0.6928 2.6179 1.4339
H 0.4716 4.0820 0.4687
H 4.6250 1.6129 -1.2052
H 5.4494 -0.6997 -1.0155
H 5.3104 -2.7845 0.7736
H 3.6524 -3.3823 0.9077
H 4.4163 -3.2184 -0.6786
H 2.0742 -1.6842 1.4007
H 1.2625 0.5923 1.2397